Entry 1:
{"formula": "C4H5NS", "method": "wB97M-V/def2-TZVPD", "orbital_gap_ev": [8.062, 7.090], "e_tot_ha": -608.15671, "e_above_lowest_kj_mol": 509.2, "max_force_ha_per_bohr": 0.0611, "species": ["H", "C", "H", "H", "C", "H", "H", "C", "S", "C", "N"], "coordinates": [[1.678637, -0.123066, 1.993424], [-0.735495, -0.471206, -0.729478], [-0.666308, -0.826252, -1.721072], [-1.388880, -1.100836, -0.187983], [1.106882, -0.114197, 1.039764], [-1.235535, 2.602912, 0.594154], [0.759042, -1.910414, -0.348245], [0.573023, -0.820388, -0.050512], [2.056376, 0.308890, -0.375228], [-0.867754, 1.683693, 0.243604], [-1.279986, 0.770866, -0.458432]], "forces_ev_per_a": [[-1.285, -0.716, -0.666], [0.903, -0.807, 1.931], [-0.345, 0.316, -1.376], [-1.124, -1.375, 0.213], [1.159, 1.629, 1.142], [-0.790, 1.106, 0.120], [0.117, 1.371, 1.023], [1.121, -1.520, -1.387], [-0.323, -0.365, -0.459], [1.239, -2.647, 0.063], [-0.673, 3.008, -0.603]], "lowdin_charge": [0.07, -0.28, 0.11, 0.11, -0.42, 0.04, 0.13, -0.56, 0.76, 0.08, -0.02]}



Entry 2:
{"formula": "C4H5NS", "method": "wB97M-V/def2-TZVPD", "orbital_gap_ev": 9.726, "e_tot_ha": -608.31962, "e_above_lowest_kj_mol": 81.5, "smiles": "N#CC1CSC1", "max_force_ha_per_bohr": 0.0288, "species": ["H", "C", "H", "C", "H", "H", "N", "S", "H", "C", "C"], "coordinates": [[-0.904459, 0.357416, -1.798193], [0.035578, 0.096778, -1.309123], [0.766078, -1.310997, 0.228238], [-1.237471, -0.952583, 0.735779], [0.584347, -0.568120, -1.995296], [1.471503, 0.583556, 1.344260], [-2.162629, -1.421819, 1.222767], [1.017802, 1.545913, -0.808472], [-0.169204, 1.366137, 1.390974], [0.567196, 0.788694, 0.811596], [0.031258, -0.484975, 0.177471]], "forces_ev_per_a": [[-0.113, -0.087, 0.501], [0.276, -1.060, -0.134], [-0.450, 0.426, 0.070], [0.545, -0.311, -0.267], [-0.230, 0.270, 0.256], [0.271, 0.161, 0.812], [-0.354, 0.099, 0.067], [-0.292, -0.056, 0.346], [0.400, -0.243, -0.229], [0.267, 0.686, 0.017], [-0.320, 0.114, -1.439]], "lowdin_charge": [0.07, -0.42, 0.15, -0.20, 0.07, 0.06, 0.15, 0.82, 0.09, -0.42, -0.39]}



Entry 3:
{"formula": "C4H5NS", "method": "wB97M-V/def2-TZVPD", "orbital_gap_ev": 8.348, "e_tot_ha": -608.25271, "e_above_lowest_kj_mol": 257.2, "max_force_ha_per_bohr": 0.0982, "species": ["C", "H", "N", "C", "H", "C", "S", "H", "H", "H", "C"], "coordinates": [[-0.314781, 0.976761, 0.550483], [1.521092, -1.655367, 0.942031], [0.868515, -0.880720, 0.662026], [-0.444938, 0.309913, -0.728945], [1.251753, 0.818726, 2.304684], [0.614864, 0.282342, 1.384500], [-1.593880, 1.032725, -1.779150], [-0.349840, 2.109214, 0.846586], [-2.271646, -0.507671, -2.286123], [0.390410, -1.685297, -1.285871], [0.328452, -0.800625, -0.610221]], "forces_ev_per_a": [[3.075, 2.084, 2.499], [-1.143, 1.422, -0.455], [1.949, -0.515, 0.639], [0.048, 1.269, 2.821], [-1.955, -2.309, -2.612], [-0.372, 1.695, -0.661], [-1.837, -4.015, -2.447], [-0.936, -2.241, -1.063], [1.396, 3.707, 0.996], [-0.023, 0.934, 0.704], [-0.203, -2.031, -0.421]], "lowdin_charge": [-0.19, 0.17, -0.03, -0.79, 0.17, -0.14, 0.67, 0.12, 0.05, 0.13, -0.16]}



Entry 4:
{"formula": "C4H5NS2", "method": "wB97M-V/def2-TZVPD", "orbital_gap_ev": 8.388, "e_tot_ha": -1006.44184, "e_above_lowest_kj_mol": 293.2, "smiles": "S=C1NS[C@H]2C[C@@H]12", "max_force_ha_per_bohr": 0.1854, "species": ["C", "H", "H", "S", "C", "S", "N", "H", "H", "C", "C", "H"], "coordinates": [[-0.613177, 1.230202, 0.566402], [-0.426581, 0.858656, 1.649532], [0.400488, 1.056976, -1.510675], [2.856324, -0.536254, -0.109031], [1.189241, -0.502502, -0.179452], [-1.160932, -1.591344, -0.130053], [0.525531, -1.578482, 0.293293], [0.907496, -2.292476, 0.891389], [-0.754138, 2.238091, 0.266057], [0.153942, 0.597623, -0.426795], [-1.149608, 0.073805, -0.380294], [-1.928588, 0.445710, -0.930368]], "forces_ev_per_a": [[-0.425, -1.988, 3.694], [-0.256, 1.323, -1.890], [-0.211, -0.141, 2.886], [-1.005, 0.720, -0.463], [0.952, -0.191, 1.987], [-0.155, -2.442, 1.444], [-1.474, 0.290, -0.672], [0.291, -0.031, -0.298], [-1.013, 0.748, 0.594], [6.136, -0.637, -7.268], [-1.369, 1.864, 1.990], [-1.472, 0.486, -2.003]], "lowdin_charge": [-0.04, 0.16, 0.20, 0.60, -0.84, 0.97, -0.30, 0.10, 0.10, -0.42, -0.60, 0.08]}



Entry 5:
{"formula": "C4H5NS2", "method": "wB97M-V/def2-TZVPD", "orbital_gap_ev": 7.674, "e_tot_ha": -1006.49951, "e_above_lowest_kj_mol": 141.8, "smiles": "S=CC1=NSCC1", "max_force_ha_per_bohr": 0.0513, "species": ["H", "C", "H", "C", "S", "C", "N", "C", "S", "H", "H", "H"], "coordinates": [[-1.917034, 1.425542, 0.688677], [1.823064, -1.176183, 0.025429], [1.808250, -2.245717, -0.074309], [-0.008810, 0.784608, 0.082046], [-2.118894, -0.948704, 0.036791], [-1.524986, 0.860843, -0.068706], [-0.587502, -1.515523, -0.045813], [0.391482, -0.655096, 0.016714], [3.147384, -0.287743, -0.005630], [0.411648, 1.426987, -0.674678], [-1.779358, 1.234509, -1.045812], [0.354753, 1.096477, 1.065292]], "forces_ev_per_a": [[-1.404, 1.374, 1.718], [-2.449, 0.585, -0.573], [0.249, -0.545, 0.179], [-0.026, -0.135, 0.587], [0.310, 1.630, -0.152], [0.774, -2.205, -1.220], [2.225, -0.225, 0.435], [-0.198, -1.468, -0.756], [0.313, 0.316, 0.173], [0.699, -0.028, -0.147], [-0.301, 0.184, -0.203], [-0.191, 0.514, -0.039]], "lowdin_charge": [0.03, -0.62, 0.04, -0.21, 0.88, -0.35, -0.33, -0.45, 0.71, 0.11, 0.07, 0.12]}



Entry 6:
{"formula": "C4H5NS2", "method": "wB97M-V/def2-TZVPD", "orbital_gap_ev": 8.519, "e_tot_ha": -1006.40822, "e_above_lowest_kj_mol": 381.4, "smiles": "C#C/C(=N/S)SC", "max_force_ha_per_bohr": 0.1115, "species": ["H", "C", "S", "C", "S", "H", "H", "H", "H", "C", "C", "N"], "coordinates": [[1.357790, -2.262561, 0.247444], [1.336514, 1.852063, -0.022781], [-0.426489, -1.070111, -0.144532], [-0.935793, 0.536650, -0.019718], [-3.593085, 0.039577, 0.044853], [1.876401, -0.958336, -0.863540], [-2.899569, -1.072142, -0.184796], [1.681520, -0.695555, 1.029576], [2.260227, 2.339956, -0.124578], [0.168613, 1.403413, -0.020179], [1.354773, -1.113946, 0.144314], [-2.180903, 1.000992, -0.086060]], "forces_ev_per_a": [[0.565, 1.495, 0.136], [-5.010, -1.508, -0.118], [-0.281, -1.971, 0.306], [-3.604, 1.910, -0.603], [1.730, 0.318, -0.436], [-0.397, 0.448, 1.912], [-0.585, -0.873, 0.044], [0.774, 1.176, 1.410], [0.562, 0.297, 0.077], [5.061, 2.693, 0.002], [-0.876, -3.758, -3.613], [2.060, -0.227, 0.882]], "lowdin_charge": [0.05, 0.15, 0.92, -0.80, 0.72, 0.08, -0.21, 0.01, 0.03, -0.15, -0.38, -0.40]}



Entry 7:
{"formula": "C4H5O2", "method": "wB97M-V/def2-TZVPD", "s_squared": 0.761, "total_charge": -2, "orbital_gap_ev": [5.478, 5.631], "e_tot_ha": -305.60329, "e_above_lowest_kj_mol": 14.0, "multiplicity": 2, "max_force_ha_per_bohr": 0.0394, "species": ["C", "O", "H", "H", "C", "H", "H", "O", "C", "H", "C"], "coordinates": [[1.017402, -0.500669, -0.132386], [3.020402, 0.538824, -1.170413], [-2.434526, -0.407499, 0.129102], [-1.330355, 0.072629, -1.359249], [-0.277291, -0.933071, 0.320260], [0.527410, 1.834278, 0.899702], [-0.928851, -1.906763, -0.343486], [0.311786, 2.666926, 1.332353], [2.013936, 0.027660, -0.660582], [-0.427867, -0.912644, 1.413028], [-1.492042, -0.479670, -0.428330]], "forces_ev_per_a": [[0.134, -0.482, -0.230], [-0.618, -0.541, 0.327], [0.345, 0.078, -0.318], [-0.203, -0.157, 0.419], [-0.300, -0.060, -0.969], [0.073, 0.029, -0.033], [1.341, 0.763, 1.312], [-0.254, 0.348, 0.319], [0.060, 0.049, -0.150], [-0.036, -0.516, -0.443], [-0.541, 0.490, -0.234]], "lowdin_charge": [-0.15, -0.15, 0.01, 0.03, -0.39, -0.24, 0.12, -0.74, -0.41, 0.08, -0.16]}



Entry 8:
{"formula": "C4H5O2", "method": "wB97M-V/def2-TZVPD", "total_charge": 1, "orbital_gap_ev": 10.140, "e_tot_ha": -305.56830, "e_above_lowest_kj_mol": 73.5, "max_force_ha_per_bohr": 0.0278, "species": ["C", "H", "H", "H", "O", "C", "C", "O", "C", "H", "H"], "coordinates": [[0.649259, 0.053044, -0.341728], [0.347218, 2.108776, 0.041942], [1.069091, -2.066136, -0.257120], [-0.800289, 0.983906, 0.919651], [-4.378932, 0.334449, -0.131223], [0.013427, 1.096061, 0.219269], [-3.357815, -0.097988, 0.022429], [-0.832452, -1.768816, 0.176776], [0.290979, -1.309770, -0.127837], [1.539777, 0.216886, -0.934552], [-1.625731, -1.131363, 0.246331]], "forces_ev_per_a": [[-0.121, 0.543, 0.014], [0.068, 0.018, -0.023], [-0.244, -0.061, 0.022], [-0.170, -0.086, 0.035], [0.384, -0.126, 0.057], [0.153, -0.257, -0.055], [-0.300, -0.006, -0.031], [-1.359, 0.119, 0.426], [0.720, 0.244, -0.228], [0.035, -0.066, -0.004], [0.834, -0.321, -0.212]], "lowdin_charge": [-0.07, 0.10, 0.17, 0.08, 0.15, 0.16, 0.08, 0.18, -0.05, 0.13, 0.07]}



Entry 9:
{"formula": "C4H5O2", "method": "wB97M-V/def2-TZVPD", "s_squared": 2.004, "total_charge": 1, "orbital_gap_ev": [5.412, 8.051], "e_tot_ha": -305.31926, "e_above_lowest_kj_mol": 270.2, "multiplicity": 3, "max_force_ha_per_bohr": 0.2004, "species": ["O", "C", "C", "C", "H", "C", "H", "H", "H", "H", "O"], "coordinates": [[-0.828905, 1.062572, 0.352928], [0.406067, 1.003316, -0.282095], [-1.627016, 0.081734, 0.356164], [1.409577, -0.051749, 0.108114], [-2.563961, 0.129308, 0.908329], [1.765649, -1.204636, 0.245104], [0.251749, 1.020216, -1.375142], [2.372886, -1.986387, 0.714731], [0.780687, 1.928630, -0.132868], [-0.592397, -0.918004, -0.696944], [-1.374338, -1.064995, -0.198326]], "forces_ev_per_a": [[-2.833, -0.390, 1.206], [1.608, -3.458, -2.585], [-0.105, -1.330, 0.409], [-1.785, 10.146, -0.200], [0.143, 0.343, -0.029], [1.101, -9.685, 1.160], [-0.120, -0.329, -0.024], [0.188, 0.873, -0.564], [1.582, 2.996, 0.916], [1.862, -0.782, -1.356], [-1.642, 1.616, 1.067]], "lowdin_charge": [0.12, -0.14, -0.07, 0.00, 0.20, 0.17, 0.17, 0.08, 0.11, 0.09, 0.25]}



Entry 10:
{"formula": "C4H5O2", "method": "wB97M-V/def2-TZVPD", "s_squared": 2.018, "total_charge": 1, "orbital_gap_ev": [4.293, 4.781], "e_tot_ha": -305.35679, "e_above_lowest_kj_mol": 171.7, "multiplicity": 3, "max_force_ha_per_bohr": 0.1549, "species": ["O", "H", "C", "H", "C", "C", "H", "C", "H", "O", "H"], "coordinates": [[1.202165, 0.647824, -0.636744], [-2.953728, -0.627065, 0.238411], [-2.001561, -1.067151, 0.713481], [-0.753714, 0.564814, 0.120610], [-0.835169, -0.451539, 0.757569], [2.235876, 0.191585, -1.001988], [2.740492, -0.505699, -0.303903], [0.352552, -0.898082, 1.184153], [-2.295696, -2.140328, 1.117198], [1.330852, -1.241715, 1.635206], [2.650750, 0.422259, -1.962983]], "forces_ev_per_a": [[-1.057, 0.718, -0.076], [2.053, -0.304, 0.733], [-6.783, -4.179, -0.049], [-0.246, -2.231, 2.151], [2.574, 4.583, -2.409], [0.888, -0.804, 0.767], [0.265, -0.200, -0.023], [-2.191, 0.465, -0.346], [1.299, 2.408, -0.610], [2.720, -0.720, 0.879], [0.478, 0.265, -1.017]], "lowdin_charge": [0.21, 0.11, 0.03, 0.18, -0.18, 0.10, 0.16, -0.17, 0.13, 0.26, 0.16]}



Entry 11:
{"formula": "C4H5OP", "method": "wB97M-V/def2-TZVPD", "orbital_gap_ev": 8.619, "e_tot_ha": -571.89002, "e_above_lowest_kj_mol": 202.2, "max_force_ha_per_bohr": 0.0749, "species": ["C", "P", "H", "C", "H", "H", "C", "C", "H", "H", "O"], "coordinates": [[2.474619, 1.338338, -1.756713], [0.511723, 0.449617, 0.211478], [3.201640, 1.991425, -2.126622], [-0.761873, -0.531272, -0.216900], [-0.646442, -1.013784, -1.226762], [-2.704970, -0.785707, 0.810255], [1.596219, 0.888478, -1.066362], [-1.557964, -1.100128, 0.974784], [-1.451854, -2.142933, 1.221763], [-1.187122, -0.441184, 1.801987], [0.526024, 1.347151, 1.373092]], "forces_ev_per_a": [[-0.876, -0.022, 1.064], [-1.644, -0.052, -0.763], [0.733, 0.169, -0.811], [1.453, -1.362, -0.198], [-0.335, 0.385, 1.200], [2.397, -1.044, 0.509], [0.320, 0.004, -0.336], [-1.974, 3.231, -0.714], [0.078, -0.301, -0.243], [-0.713, -0.955, -0.152], [0.562, -0.053, 0.444]], "lowdin_charge": [0.09, 0.68, 0.03, -0.33, 0.07, 0.11, -0.23, -0.18, 0.05, 0.05, -0.34]}



Entry 12:
{"formula": "C4H6", "method": "wB97M-V/def2-TZVPD", "orbital_gap_ev": 9.790, "e_tot_ha": -155.93822, "e_above_lowest_kj_mol": 64.2, "smiles": "C=CC=C", "max_force_ha_per_bohr": 0.0786, "species": ["C", "H", "H", "H", "C", "C", "H", "C", "H", "H"], "coordinates": [[-1.849205, 0.110945, 0.051851], [2.732692, 0.381224, -0.013572], [-2.770046, -0.543255, 0.192604], [1.920624, -1.193375, 0.363051], [0.608758, 0.492799, -0.087581], [-0.598862, -0.443157, -0.129242], [0.436906, 1.554455, -0.129518], [1.816603, -0.137437, 0.077741], [-1.804462, 1.210767, 0.311988], [-0.379484, -1.548715, -0.201168]], "forces_ev_per_a": [[1.654, -1.166, 0.649], [0.827, 0.679, 0.239], [1.248, 1.287, -0.386], [-0.404, 0.386, -0.599], [0.709, -3.963, 0.362], [-1.104, 1.601, 0.809], [0.222, 0.174, -0.351], [-1.942, 0.940, -0.060], [-0.760, -1.369, -0.581], [-0.449, 1.430, -0.082]], "lowdin_charge": [-0.03, 0.03, 0.07, 0.06, -0.17, -0.20, 0.09, -0.01, 0.06, 0.11]}